No. 1
Formula: C7H4
Source: the Open Molecules 2025 dataset
Level of theory: ωB97M-V/def2-TZVPD

Atoms and positions in Å:
C (-2.105, -1.014, -0.592)
C (-2.014, 0.293, -0.734)
C (-0.638, 0.684, -0.716)
C (0.336, 0.123, 0.360)
C (0.274, -1.309, -0.139)
C (-1.141, -1.801, 0.040)
C (0.562, -0.151, -1.068)
H (-0.549, 1.759, -0.713)
H (0.712, 0.535, 1.330)
H (-1.222, -2.707, 0.721)
H (1.333, 0.226, -1.612)

The value obtained for the gap between HOMO and LUMO (alpha / beta) is 7.20 / 6.91 eV. Its energy relative to the best compared isomer or geometry (same formula, charge and spin) is 109.0 kcal/mol. The calculated total energy is -7313.513 eV. The value obtained for the LUMO energy (alpha / beta) is -1.06 / -1.11 eV. Its SMILES is C1#C[C@H]2[C@H]3C(=C1)[C@@H]23. The charge is 0. Its HOMO energy (alpha / beta) is -8.263 / -8.023 eV.

No. 2
Formula: C3H9O3SSi
Source: the Open Molecules 2025 dataset
Level of theory: ωB97M-V/def2-TZVPD

Atoms and positions in Å:
C (1.043, -1.664, -0.195)
C (1.356, 1.693, -0.270)
C (-0.728, 0.088, 1.197)
O (-1.346, 0.289, -1.175)
O (-2.859, -1.280, -0.108)
O (-2.927, 1.094, 0.378)
Si (0.369, 0.067, -0.565)
S (-2.132, -0.052, 0.149)
H (1.945, -1.942, -0.815)
H (1.081, -1.762, 0.897)
H (0.475, -2.461, -0.573)
H (0.578, 2.454, -0.252)
H (2.006, 1.550, 0.670)
H (1.849, 1.774, -1.231)
H (-0.548, -0.876, 1.929)
H (-0.804, 0.974, 1.990)
H (0.641, 0.056, -2.025)

The value obtained for the gap between HOMO and LUMO is 8.18 eV. Its energy relative to the best compared isomer or geometry (same formula, charge and spin) is 20.1 kcal/mol. The calculated total energy is -28112.864 eV. The value obtained for the LUMO energy is 3.79 eV. The charge is -1. Its HOMO energy is -4.391 eV.

No. 3
Formula: C46H130N8O15
Source: the Open Molecules 2025 dataset
Level of theory: ωB97M-V/def2-TZVPD

Atoms and positions in Å:
C (-5.045, 18.349, -13.373)
C (-6.041, 17.367, -14.076)
O (-7.057, 18.047, -14.699)
H (-4.332, 17.822, -12.740)
H (-5.478, 19.190, -12.831)
H (-4.522, 18.815, -14.208)
H (-6.484, 16.601, -13.440)
H (-5.472, 16.836, -14.839)
H (-7.921, 17.857, -14.326)
C (-3.104, 15.341, -10.526)
C (-3.955, 14.656, -9.476)
O (-3.453, 13.357, -9.138)
H (-2.953, 14.777, -11.446)
H (-2.125, 15.638, -10.148)
H (-3.600, 16.248, -10.872)
H (-4.941, 14.535, -9.924)
H (-4.066, 15.185, -8.529)
H (-2.622, 13.340, -8.657)
C (-11.479, 13.134, -8.112)
C (-10.037, 13.451, -8.119)
O (-9.358, 12.250, -8.123)
H (-11.813, 12.615, -7.213)
H (-11.661, 12.454, -8.945)
H (-12.175, 13.960, -8.263)
H (-9.743, 14.027, -7.241)
H (-9.752, 14.062, -8.975)
H (-8.451, 12.297, -8.434)
C (-11.655, 14.756, -11.339)
C (-12.425, 15.172, -12.609)
O (-11.585, 14.726, -13.700)
H (-12.294, 14.817, -10.458)
H (-10.765, 15.347, -11.123)
H (-11.343, 13.714, -11.420)
H (-12.590, 16.248, -12.649)
H (-13.433, 14.757, -12.626)
H (-12.068, 14.736, -14.530)
C (-9.522, 11.081, -14.637)
C (-9.466, 12.528, -14.030)
O (-8.200, 13.010, -14.275)
H (-8.982, 10.296, -14.107)
H (-9.245, 11.094, -15.691)
H (-10.572, 10.796, -14.574)
H (-9.404, 12.548, -12.942)
H (-10.236, 13.160, -14.474)
H (-7.579, 12.316, -14.044)
C (-7.121, 9.148, -13.946)
C (-6.246, 10.258, -13.300)
O (-7.193, 11.263, -12.970)
H (-6.569, 8.313, -14.376)
H (-7.624, 9.548, -14.826)
H (-7.865, 8.724, -13.271)
H (-5.493, 10.558, -14.029)
H (-5.605, 9.971, -12.466)
H (-7.617, 11.091, -12.126)
C (-5.664, 11.685, -11.330)
C (-5.437, 11.653, -9.756)
O (-6.717, 11.340, -9.226)
H (-5.408, 10.691, -11.696)
H (-5.218, 12.527, -11.859)
H (-6.716, 11.897, -11.521)
H (-5.107, 12.607, -9.343)
H (-4.737, 10.872, -9.459)
H (-6.602, 11.628, -8.318)
C (-0.532, 17.889, -13.539)
C (-1.333, 16.779, -14.225)
C (-2.607, 16.427, -13.334)
O (-3.450, 15.409, -13.913)
C (-4.601, 15.062, -13.108)
N (-1.778, 17.211, -15.555)
H (0.275, 18.333, -14.122)
H (-0.172, 17.428, -12.620)
H (-1.098, 18.789, -13.301)
H (-0.808, 15.840, -14.403)
H (-3.175, 17.355, -13.287)
H (-2.287, 15.955, -12.405)
H (-4.633, 13.991, -12.909)
H (-5.488, 15.418, -13.631)
H (-4.585, 15.545, -12.131)
H (-2.501, 16.633, -15.959)
H (-0.981, 17.036, -16.150)
C (-8.014, 14.595, -7.145)
C (-7.102, 13.587, -7.863)
C (-6.629, 12.468, -6.897)
O (-5.565, 11.664, -7.468)
C (-4.204, 12.060, -7.278)
N (-7.890, 13.048, -8.964)
H (-7.383, 15.384, -6.736)
H (-8.574, 14.118, -6.340)
H (-8.729, 15.140, -7.761)
H (-6.235, 14.086, -8.297)
H (-7.382, 11.707, -6.692)
H (-6.431, 12.806, -5.880)
H (-3.423, 11.505, -7.797)
H (-4.054, 12.242, -6.213)
H (-4.031, 13.008, -7.788)
H (-7.392, 12.413, -9.571)
H (-8.365, 13.719, -9.551)
C (-9.925, 18.723, -13.963)
C (-8.972, 18.370, -12.801)
C (-9.665, 17.823, -11.563)
O (-10.389, 18.864, -10.990)
C (-10.792, 18.493, -9.723)
N (-8.052, 17.470, -13.366)
H (-9.406, 18.906, -14.904)
H (-10.695, 19.433, -13.660)
H (-10.433, 17.823, -14.309)
H (-8.503, 19.317, -12.535)
H (-8.856, 17.568, -10.879)
H (-10.301, 16.978, -11.830)
H (-10.069, 18.837, -8.983)
H (-10.877, 17.435, -9.474)
H (-11.766, 18.932, -9.504)
H (-8.401, 16.523, -13.378)
H (-7.265, 17.411, -12.735)
C (-14.497, 9.087, -9.328)
C (-15.160, 10.267, -9.920)
C (-14.263, 10.892, -11.064)
O (-13.004, 11.366, -10.664)
C (-12.308, 12.040, -11.695)
N (-16.540, 10.041, -10.380)
H (-14.981, 8.898, -8.370)
H (-13.444, 9.329, -9.189)
H (-14.700, 8.269, -10.019)
H (-15.177, 11.029, -9.142)
H (-14.802, 11.697, -11.563)
H (-14.189, 10.265, -11.953)
H (-12.852, 12.849, -12.183)
H (-11.988, 11.394, -12.513)
H (-11.431, 12.451, -11.195)
H (-16.705, 9.275, -11.018)
H (-16.906, 10.867, -10.832)
C (-6.212, 15.729, -15.793)
C (-7.073, 14.911, -16.751)
C (-8.505, 14.904, -16.328)
O (-9.326, 14.057, -17.194)
C (-10.656, 13.862, -16.687)
N (-6.970, 15.528, -18.088)
H (-6.305, 15.381, -14.764)
H (-6.606, 16.745, -15.839)
H (-5.148, 15.646, -16.017)
H (-6.749, 13.871, -16.703)
H (-8.861, 15.934, -16.336)
H (-8.498, 14.465, -15.331)
H (-10.572, 13.470, -15.673)
H (-11.241, 13.164, -17.285)
H (-11.294, 14.742, -16.765)
H (-7.403, 16.434, -17.987)
H (-7.754, 15.132, -18.588)
C (-6.509, 15.192, -11.825)
C (-7.719, 14.477, -12.387)
C (-8.951, 14.626, -11.526)
O (-8.895, 13.780, -10.406)
C (-9.122, 12.417, -10.695)
N (-7.957, 14.901, -13.707)
H (-5.642, 15.333, -12.470)
H (-6.173, 14.684, -10.921)
H (-6.717, 16.218, -11.523)
H (-7.437, 13.447, -12.607)
H (-9.805, 14.315, -12.127)
H (-9.041, 15.643, -11.146)
H (-8.820, 11.720, -9.913)
H (-8.723, 12.068, -11.647)
H (-10.193, 12.216, -10.668)
H (-8.429, 14.179, -14.232)
H (-7.041, 15.033, -14.113)
C (-9.580, 9.185, -12.500)
C (-8.936, 9.727, -11.204)
C (-9.257, 8.836, -9.980)
O (-10.519, 9.005, -9.426)
C (-10.721, 10.256, -8.822)
N (-7.545, 9.954, -11.473)
H (-9.655, 9.827, -13.378)
H (-10.641, 8.955, -12.404)
H (-9.058, 8.295, -12.849)
H (-9.383, 10.693, -10.968)
H (-8.567, 8.918, -9.140)
H (-9.122, 7.814, -10.333)
H (-10.333, 11.148, -9.313)
H (-10.265, 10.211, -7.833)
H (-11.736, 10.569, -8.578)
H (-7.133, 9.074, -11.747)
H (-7.024, 10.207, -10.646)
C (-5.231, 16.571, -9.555)
C (-6.064, 17.870, -9.293)
C (-7.066, 17.754, -8.072)
O (-7.736, 16.525, -8.276)
C (-9.056, 16.641, -8.952)
N (-5.199, 18.967, -9.050)
H (-5.849, 15.697, -9.755)
H (-4.551, 16.203, -8.787)
H (-4.621, 16.758, -10.440)
H (-6.695, 18.007, -10.171)
H (-7.665, 18.664, -8.124)
H (-6.372, 17.723, -7.232)
H (-9.674, 17.493, -8.672)
H (-9.583, 15.692, -8.853)
H (-8.887, 16.649, -10.029)
H (-5.127, 19.009, -8.044)
H (-5.785, 19.787, -9.120)

The value obtained for the gap between HOMO and LUMO is 6.34 eV. Its energy relative to the best compared isomer or geometry (same formula, charge and spin) is 1361.9 kcal/mol. The calculated total energy is -92380.304 eV. The value obtained for the LUMO energy is 0.24 eV. The charge is 0. Its HOMO energy is -6.100 eV.

No. 4
Formula: FN2O3S
Source: the Open Molecules 2025 dataset
Level of theory: ωB97M-V/def2-TZVPD

Atoms and positions in Å:
N (-1.525, 0.556, 0.719)
N (1.428, -0.885, -0.259)
O (-2.234, 0.734, -0.237)
O (2.043, 0.031, -0.752)
O (1.616, -2.071, -0.437)
F (-1.261, 2.179, 1.432)
S (-0.360, -0.370, 1.122)

The value obtained for the gap between HOMO and LUMO (alpha / beta) is 7.49 / 7.49 eV. Its energy relative to the best compared isomer or geometry (same formula, charge and spin) is 25.3 kcal/mol. The calculated total energy is -22670.411 eV. The value obtained for the LUMO energy (alpha / beta) is 3.33 / 3.33 eV. The charge is -1. Its HOMO energy (alpha / beta) is -4.161 / -4.160 eV.

No. 5
Formula: C28H28N2O5
Source: the Open Molecules 2025 dataset
Level of theory: ωB97M-V/def2-TZVPD

Atoms and positions in Å:
C (-5.634, -2.480, 0.176)
C (-4.529, -1.940, -0.719)
O (-3.296, -2.354, -0.165)
C (-2.139, -1.906, -0.714)
C (-2.050, -1.052, -1.809)
C (-0.810, -0.619, -2.243)
C (0.351, -1.009, -1.592)
C (1.665, -0.470, -2.066)
O (2.155, -0.813, -3.127)
N (2.249, 0.431, -1.244)
C (3.495, 1.058, -1.653)
C (4.601, 0.720, -0.692)
C (4.965, -0.606, -0.501)
C (5.950, -0.959, 0.403)
C (6.598, 0.028, 1.139)
O (7.580, -0.199, 2.058)
C (7.993, -1.524, 2.285)
C (6.239, 1.362, 0.950)
C (5.251, 1.699, 0.049)
C (1.705, 0.847, 0.035)
C (0.259, 1.258, -0.032)
C (-0.676, 0.785, 0.819)
C (-2.054, 1.143, 0.702)
C (-3.045, 0.629, 1.536)
C (-4.377, 0.972, 1.356)
O (-5.264, 0.408, 2.222)
C (-6.626, 0.744, 2.110)
C (-4.725, 1.845, 0.319)
C (-3.754, 2.363, -0.512)
C (-2.415, 2.026, -0.334)
N (-1.430, 2.536, -1.138)
C (-0.088, 2.245, -1.056)
O (0.707, 2.804, -1.789)
C (0.265, -1.916, -0.542)
C (-0.965, -2.357, -0.106)
H (-5.563, -3.562, 0.238)
H (-6.605, -2.209, -0.229)
H (-5.529, -2.067, 1.176)
H (-4.576, -0.843, -0.759)
H (-4.633, -2.334, -1.740)
H (-2.935, -0.717, -2.326)
H (-0.739, 0.047, -3.091)
H (3.341, 2.139, -1.720)
H (3.717, 0.668, -2.650)
H (4.468, -1.375, -1.076)
H (6.206, -2.000, 0.521)
H (8.776, -1.464, 3.040)
H (7.173, -2.143, 2.666)
H (8.401, -1.980, 1.377)
H (6.752, 2.117, 1.526)
H (4.985, 2.738, -0.086)
H (2.297, 1.709, 0.356)
H (1.826, 0.056, 0.785)
H (-0.402, 0.085, 1.596)
H (-2.785, -0.054, 2.328)
H (-7.130, 0.196, 2.905)
H (-7.040, 0.437, 1.144)
H (-6.789, 1.817, 2.254)
H (-5.754, 2.123, 0.154)
H (-4.034, 3.037, -1.309)
H (-1.690, 3.200, -1.858)
H (1.165, -2.273, -0.063)
H (-1.052, -3.051, 0.716)

The value obtained for the gap between HOMO and LUMO is 8.15 eV. Its energy relative to the best compared isomer or geometry (same formula, charge and spin) is 24.2 kcal/mol. The calculated total energy is -42708.774 eV. The value obtained for the LUMO energy is 0.14 eV. Its SMILES is CCOc1ccc(C(=O)N(Cc2ccc(OC)cc2)Cc2cc3cc(OC)ccc3[nH]c2=O)cc1. The charge is 0. Its HOMO energy is -8.009 eV.

No. 6
Formula: C27H33AsN4O9PmS
Source: the Open Molecules 2025 dataset
Level of theory: ωB97M-V/def2-TZVPD

Atoms and positions in Å:
Pm (-0.066, 0.267, -0.126)
C (-0.691, 3.255, -3.467)
O (-1.000, 2.392, -4.560)
C (-0.388, 1.165, -4.611)
C (0.120, 0.800, -5.842)
C (0.676, -0.459, -6.073)
C (0.720, -1.357, -5.032)
C (0.251, -1.006, -3.762)
C (0.206, -2.050, -2.751)
N (0.084, -1.853, -1.494)
N (-0.270, -3.027, -0.793)
C (-1.220, -2.724, 0.044)
O (-1.678, -1.552, 0.298)
C (-1.881, -3.894, 0.722)
C (-3.120, -3.720, 1.325)
C (-3.756, -4.786, 1.949)
C (-3.149, -6.032, 1.984)
C (-1.907, -6.209, 1.385)
C (-1.279, -5.149, 0.751)
C (-0.330, 0.263, -3.502)
O (-0.818, 0.565, -2.329)
H (-0.941, 4.260, -3.807)
H (0.370, 3.202, -3.222)
H (-1.264, 2.993, -2.584)
H (0.052, 1.537, -6.633)
H (1.052, -0.718, -7.054)
H (1.122, -2.353, -5.180)
H (0.179, -3.087, -3.098)
H (-3.575, -2.738, 1.293)
H (-4.725, -4.640, 2.410)
H (-3.640, -6.863, 2.475)
H (-1.426, -7.180, 1.410)
H (-0.318, -5.274, 0.272)
O (4.262, -0.392, -1.459)
As (2.608, 0.268, -1.622)
O (3.098, 2.041, -1.704)
O (2.153, 0.118, 0.058)
C (3.595, 2.648, -0.608)
C (4.977, 2.842, -0.540)
C (5.559, 3.457, 0.550)
C (4.768, 3.894, 1.607)
C (3.399, 3.716, 1.546)
C (2.802, 3.096, 0.448)
S (1.036, 3.019, 0.550)
O (0.586, 4.358, 0.806)
O (0.723, 2.036, 1.597)
O (0.500, 2.423, -0.708)
H (4.421, -0.515, -0.509)
H (5.568, 2.478, -1.369)
H (6.633, 3.592, 0.578)
H (5.216, 4.374, 2.467)
H (2.776, 4.071, 2.356)
C (-3.327, 1.003, 0.357)
N (-2.198, 1.257, 1.261)
C (-2.196, 2.687, 1.586)
C (-2.324, 0.461, 2.494)
C (-1.019, 0.332, 3.278)
N (-0.057, -0.604, 2.678)
C (-0.456, -1.974, 2.984)
C (1.281, -0.390, 3.230)
H (-4.277, 1.317, 0.818)
H (-3.371, -0.056, 0.111)
H (-3.186, 1.571, -0.564)
H (-3.165, 2.971, 2.026)
H (-2.034, 3.274, 0.683)
H (-1.398, 2.923, 2.283)
H (-2.691, -0.525, 2.214)
H (-3.072, 0.931, 3.154)
H (-1.265, 0.003, 4.303)
H (-0.536, 1.304, 3.362)
H (-0.349, -2.172, 4.064)
H (0.172, -2.679, 2.439)
H (-1.485, -2.150, 2.694)
H (1.285, -0.555, 4.321)
H (1.626, 0.615, 3.008)
H (1.971, -1.097, 2.770)

The value obtained for the gap between HOMO and LUMO (alpha / beta) is 7.26 / 7.26 eV. As for the expectation value of S²: 6.004. Its energy relative to the best compared isomer or geometry (same formula, charge and spin) is 0.0 kcal/mol. The calculated total energy is -141158.438 eV. The value obtained for the LUMO energy (alpha / beta) is 2.49 / 2.49 eV. As for the spin multiplicity: 5. The charge is -1. Its HOMO energy (alpha / beta) is -4.766 / -4.768 eV.

No. 7
Formula: C3H4Br2NaO3
Source: the Open Molecules 2025 dataset
Level of theory: ωB97M-V/def2-TZVPD

Atoms and positions in Å:
Na (5.061, 23.246, -0.709)
C (4.253, 25.124, -1.080)
O (3.546, 24.130, -1.305)
O (3.957, 26.198, -1.572)
O (5.436, 24.905, -0.884)
Br (4.068, 24.450, 3.365)
C (2.779, 24.767, 1.845)
C (3.168, 24.083, 0.616)
Br (3.350, 22.091, 0.886)
H (2.613, 25.831, 1.671)
H (1.842, 24.349, 2.211)
H (4.159, 24.470, 0.380)
H (2.461, 24.104, -0.214)

The value obtained for the gap between HOMO and LUMO is 5.51 eV. Its energy relative to the best compared isomer or geometry (same formula, charge and spin) is 114.9 kcal/mol. The calculated total energy is -153816.331 eV. The value obtained for the LUMO energy is 2.29 eV. The charge is -1. Its HOMO energy is -3.224 eV.